1.
Density functional theory data (wB97M-V/def2-TZVPD) for 2 unconnected molecules or ions with the total composition C6H9IN3.

XYZ file:
```
19
Properties=species:S:1:pos:R:3:mulliken_charge:R:1
C 2.6515 1.9317 0.8310 -0.254
C 2.7483 0.5983 0.5294 -0.290
C 0.5704 1.2047 0.4387 -0.273
C -1.6936 1.0335 -0.0265 0.257
C -1.2431 -2.2001 -0.9391 -0.994
C -2.5195 -1.3828 -0.5238 -0.297
N -2.1763 -0.0518 -0.0945 -0.137
N 1.4272 0.2212 0.2595 0.129
N 1.3674 2.2467 0.8549 0.020
I 4.4314 -0.4961 0.2026 0.239
H 3.4053 2.4715 1.3577 0.391
H -1.8967 2.1629 -0.0758 0.361
H -0.7124 -1.7699 -1.8142 0.321
H -0.6896 -2.1360 -0.0886 0.304
H -1.6168 -3.1791 -1.2044 0.361
H -2.8627 -1.8879 0.4161 0.275
H -3.4103 -1.2217 -1.3528 0.319
H 1.0632 -0.6895 0.0172 0.085
H 1.1563 3.1444 1.2125 0.184
```

As for the charge: +1. The LUMO energy is -3.248 eV. The energy is -18928.81202 eV. The calculation puts the energy relative to the best compared isomer or geometry (same formula, charge and spin) at 2.794 eV.



2.
Density functional theory data (wB97M-V/def2-TZVPD) for a molecular structure, C2H6LuO2.

XYZ file:
```
11
Properties=species:S:1:pos:R:3:mulliken_charge:R:1
O -1.1116 -0.0579 2.9425 -0.411
Lu -1.1867 -1.8910 1.7577 2.034
C 0.0567 0.5051 -0.2191 -0.185
C 1.0818 -0.0865 -1.1432 -1.022
H 0.3185 0.8143 0.9278 0.387
H -0.3536 1.4512 -0.5974 0.280
H 1.5199 -1.0070 -0.7347 0.291
H 0.6438 -0.3122 -2.1257 0.323
H 1.8885 0.6430 -1.3063 0.342
O -1.0538 -0.3747 0.0832 -0.542
H -1.8034 0.3156 0.4153 0.503
```

The spin multiplicity is 2. As for the charge: +2. The LUMO energy (alpha / beta) is -12.162 / -12.139 eV. The energy is -39863.76525 eV. The calculation puts the energy relative to the best compared isomer or geometry (same formula, charge and spin) at 2.979 eV. Its expectation value of S² is 0.7581.